(1)
{"formula": "C19H18N2O3", "method": "wB97M-V/def2-TZVPD", "species": ["C", "C", "N", "C", "O", "C", "C", "N", "C", "O", "C", "C", "C", "C", "C", "C", "C", "O", "C", "C", "C", "C", "C", "C", "H", "H", "H", "H", "H", "H", "H", "H", "H", "H", "H", "H", "H", "H", "H", "H", "H", "H"], "xyz": [[2.761, -0.423, -0.014], [1.735, 0.214, 0.915], [0.654, -0.731, 1.160], [-0.620, -0.500, 0.802], [-0.998, 0.542, 0.303], [-1.563, -1.677, 1.021], [-1.615, -2.504, -0.275], [-1.889, -1.641, -1.399], [-3.150, -1.127, -1.675], [-4.167, -1.478, -1.135], [-2.937, -0.127, -2.748], [-3.833, 0.678, -3.418], [-3.327, 1.551, -4.376], [-1.969, 1.609, -4.647], [-1.065, 0.795, -3.971], [-1.567, -0.070, -3.022], [-0.882, -1.036, -2.136], [0.290, -1.312, -2.050], [2.270, 0.695, 2.248], [3.560, 0.444, 2.692], [3.973, 0.893, 3.936], [3.103, 1.593, 4.752], [1.813, 1.847, 4.317], [1.402, 1.402, 3.075], [2.265, -0.722, -0.935], [3.203, -1.307, 0.442], [3.548, 0.287, -0.254], [1.261, 1.061, 0.403], [0.918, -1.628, 1.534], [-2.560, -1.284, 1.226], [-1.241, -2.305, 1.851], [-0.653, -2.987, -0.465], [-2.407, -3.254, -0.213], [-4.889, 0.631, -3.199], [-4.003, 2.198, -4.915], [-1.605, 2.300, -5.393], [-0.006, 0.838, -4.174], [4.257, -0.098, 2.073], [4.982, 0.693, 4.267], [3.429, 1.941, 5.721], [1.127, 2.396, 4.946], [0.398, 1.604, 2.731]], "forces_ev_per_a": [[-0.2, 0.2, 0.0], [0.1, 0.0, -0.2], [0.4, 0.0, 0.1], [-0.2, -0.5, 0.5], [-0.2, 0.4, -0.2], [0.0, 0.2, -0.3], [0.0, -0.1, 0.2], [0.0, -0.4, 0.1], [0.0, -0.1, 0.0], [0.0, 0.1, 0.0], [0.4, 0.4, -0.4], [0.1, -0.1, 0.1], [-0.1, 0.0, 0.0], [0.1, 0.0, 0.0], [0.0, -0.1, 0.1], [-0.6, 0.3, -0.2], [0.1, -0.2, -0.1], [0.0, 0.1, -0.1], [0.0, 0.1, 0.0], [-0.1, 0.0, -0.1], [0.1, 0.0, 0.1], [0.1, 0.0, 0.1], [-0.1, 0.0, 0.0], [0.1, 0.0, 0.0], [0.0, 0.0, 0.0], [0.1, -0.1, 0.0], [0.2, 0.0, 0.0], [0.1, -0.2, 0.1], [-0.1, 0.0, 0.0], [0.1, 0.0, 0.1], [0.0, 0.0, 0.0], [-0.2, 0.0, 0.0], [0.1, 0.1, 0.0], [-0.1, 0.0, 0.0], [0.0, 0.0, 0.0], [0.0, 0.1, -0.1], [0.1, 0.0, 0.0], [0.1, -0.1, -0.1], [0.1, 0.0, 0.0], [0.0, 0.0, 0.1], [-0.1, 0.0, 0.0], [-0.1, 0.0, 0.0]], "nbo_charge": [-0.62, -0.09, -0.60, 0.69, -0.65, -0.50, -0.21, -0.48, 0.69, -0.55, -0.13, -0.16, -0.19, -0.19, -0.19, -0.05, 0.70, -0.58, -0.04, -0.22, -0.21, -0.22, -0.23, -0.15, 0.25, 0.20, 0.21, 0.24, 0.39, 0.24, 0.22, 0.23, 0.23, 0.23, 0.22, 0.22, 0.23, 0.21, 0.21, 0.21, 0.21, 0.21], "smiles": "C[C@@H](NC(=O)CCN1C(=O)c2ccccc2C1=O)c1ccccc1", "e_lumo_ev": -0.22, "orbital_gap_ev": 8.840, "total_charge": 0, "max_force_ev_per_a": 0.7, "de_lowest_ev": 0.108}



(2)
{"formula": "C19H18N2O3S", "method": "wB97M-V/def2-TZVPD", "species": ["N", "S", "O", "O", "C", "C", "C", "C", "C", "C", "N", "C", "O", "C", "C", "C", "C", "C", "C", "C", "C", "C", "C", "C", "C", "H", "H", "H", "H", "H", "H", "H", "H", "H", "H", "H", "H", "H", "H", "H", "H", "H", "H"], "xyz": [[-1.057, -5.966, -0.361], [-1.808, -4.628, 0.334], [-3.227, -4.805, 0.223], [-1.224, -4.417, 1.627], [-1.281, -3.335, -0.766], [-0.044, -2.758, -0.570], [0.370, -1.745, -1.419], [-0.452, -1.313, -2.456], [-0.040, -0.144, -3.299], [-0.734, 1.141, -2.800], [-0.586, 1.320, -1.374], [0.598, 1.693, -0.823], [1.549, 2.028, -1.502], [0.599, 1.654, 0.671], [0.104, 0.542, 1.314], [0.125, 0.445, 2.712], [0.633, 1.467, 3.462], [1.148, 2.626, 2.846], [1.673, 3.691, 3.608], [2.173, 4.807, 3.000], [2.168, 4.907, 1.600], [1.664, 3.895, 0.832], [1.145, 2.726, 1.428], [-1.691, -1.920, -2.640], [-2.108, -2.935, -1.797], [-1.729, -6.632, -0.707], [-0.404, -6.398, 0.272], [0.565, -3.093, 0.254], [1.331, -1.275, -1.272], [1.038, 0.005, -3.229], [-0.310, -0.301, -4.344], [-0.275, 2.001, -3.295], [-1.800, 1.115, -3.030], [-1.308, 0.956, -0.775], [-0.283, -0.292, 0.746], [-0.261, -0.448, 3.181], [0.652, 1.402, 4.541], [1.671, 3.604, 4.685], [2.574, 5.618, 3.590], [2.568, 5.794, 1.132], [1.675, 3.972, -0.244], [-2.331, -1.592, -3.446], [-3.069, -3.412, -1.907]], "forces_ev_per_a": [[-0.3, 0.7, 0.3], [0.2, -0.7, -0.2], [0.1, 0.1, -0.4], [0.3, 0.1, -0.2], [-0.2, -0.3, 0.4], [0.1, 0.1, 0.1], [-0.1, -0.1, 0.0], [0.1, -0.1, -0.1], [-0.1, 0.2, 0.1], [0.3, 0.0, -0.2], [-0.3, 0.0, 0.0], [-0.5, -0.1, 0.1], [0.3, 0.1, -0.2], [0.0, -0.3, 0.3], [0.1, 0.2, -0.3], [0.0, 0.1, 0.4], [-0.1, -0.3, -0.1], [0.0, 0.0, -0.3], [0.1, 0.2, 0.0], [0.0, -0.1, 0.3], [-0.1, -0.1, -0.2], [0.1, 0.3, -0.1], [0.0, -0.1, 0.2], [0.1, 0.0, 0.1], [-0.2, 0.0, 0.0], [-0.2, -0.1, -0.1], [0.1, 0.0, 0.2], [0.2, 0.0, 0.1], [0.1, 0.1, 0.0], [0.0, 0.0, -0.1], [0.1, 0.0, -0.1], [-0.2, -0.1, 0.0], [0.1, 0.0, 0.0], [0.1, 0.1, 0.0], [0.0, 0.0, -0.1], [0.0, -0.1, 0.1], [0.0, 0.0, 0.1], [0.0, 0.0, 0.1], [0.0, 0.0, 0.1], [0.0, 0.1, -0.1], [0.0, 0.0, -0.1], [-0.1, 0.0, -0.1], [-0.1, 0.0, -0.1]], "nbo_charge": [-1.08, 2.30, -0.94, -0.94, -0.35, -0.20, -0.16, 0.00, -0.45, -0.21, -0.62, 0.67, -0.63, -0.11, -0.21, -0.21, -0.19, 0.01, -0.21, -0.21, -0.20, -0.19, -0.05, -0.21, -0.18, 0.40, 0.40, 0.24, 0.22, 0.23, 0.22, 0.23, 0.20, 0.41, 0.22, 0.22, 0.21, 0.21, 0.21, 0.21, 0.24, 0.22, 0.24], "smiles": "NS(=O)(=O)c1ccc(CCNC(=O)c2cccc3ccccc23)cc1", "e_lumo_ev": 0.35, "orbital_gap_ev": 8.707, "total_charge": 0, "max_force_ev_per_a": 0.8, "de_lowest_ev": 0.000}



(3)
{"formula": "C19H18N2O6S", "method": "wB97M-V/def2-TZVPD", "species": ["C", "C", "O", "C", "O", "C", "C", "C", "S", "C", "N", "C", "O", "C", "O", "C", "C", "C", "C", "C", "C", "C", "C", "O", "O", "C", "C", "N", "H", "H", "H", "H", "H", "H", "H", "H", "H", "H", "H", "H", "H", "H", "H", "H", "H", "H"], "xyz": [[-3.616, -3.156, 0.099], [-2.830, -3.067, -1.201], [-1.799, -2.080, -1.109], [-0.616, -2.458, -0.625], [-0.339, -3.581, -0.299], [0.282, -1.243, -0.535], [1.732, -1.501, -0.289], [2.313, -2.594, 0.268], [4.019, -2.377, 0.403], [3.811, -0.780, -0.312], [4.910, 0.013, -0.501], [4.988, 1.332, -0.877], [6.058, 1.835, -1.109], [3.662, 2.075, -0.971], [3.057, 2.055, 0.307], [1.713, 2.000, 0.410], [1.218, 1.698, 1.690], [-0.129, 1.578, 1.909], [-1.052, 1.746, 0.866], [-2.478, 1.579, 1.001], [-3.066, 1.211, 2.324], [-3.252, 1.752, -0.094], [-2.716, 2.108, -1.390], [-3.362, 2.273, -2.394], [-1.353, 2.265, -1.470], [-0.549, 2.082, -0.402], [0.819, 2.221, -0.625], [2.595, -0.496, -0.614], [-2.967, -3.493, 0.904], [-4.024, -2.182, 0.355], [-4.431, -3.865, -0.015], [-3.467, -2.736, -2.024], [-2.376, -4.033, -1.442], [0.172, -0.657, -1.449], [-0.106, -0.625, 0.281], [1.848, -3.503, 0.586], [5.810, -0.433, -0.357], [3.862, 3.106, -1.286], [3.038, 1.561, -1.710], [1.928, 1.552, 2.487], [-0.485, 1.336, 2.898], [-4.146, 1.127, 2.249], [-2.825, 1.968, 3.069], [-2.663, 0.259, 2.667], [-4.324, 1.635, -0.057], [1.135, 2.493, -1.618]], "forces_ev_per_a": [[0.3, 0.1, -0.3], [-0.3, -0.4, 0.1], [-0.2, 0.3, -0.1], [0.3, 0.3, 0.0], [-0.1, -0.2, 0.1], [0.0, -0.2, 0.0], [0.0, -0.8, 0.3], [0.0, 0.1, -0.1], [-0.2, 0.6, -0.2], [-0.3, -1.2, 0.4], [0.7, -0.2, 0.1], [-0.3, 0.2, 0.0], [0.1, 0.2, -0.1], [0.0, 0.3, -0.4], [0.1, 0.1, 0.1], [-0.6, 0.0, 0.2], [0.3, 0.0, -0.1], [-0.1, 0.1, -0.3], [0.3, 0.2, -0.4], [-0.4, 0.1, -0.4], [0.0, 0.0, -0.1], [0.1, -0.1, 0.5], [-0.5, 0.0, -0.4], [0.3, 0.0, 0.3], [0.1, 0.1, -0.3], [0.4, -0.1, 0.9], [0.0, 0.1, -0.1], [0.3, 0.5, -0.4], [0.0, 0.0, 0.1], [-0.1, 0.1, 0.0], [-0.1, -0.1, 0.0], [0.1, -0.1, 0.1], [-0.1, 0.2, 0.0], [0.0, 0.0, 0.1], [-0.1, 0.0, -0.1], [-0.1, -0.2, 0.0], [-0.1, 0.2, -0.1], [0.0, -0.2, 0.1], [0.1, 0.1, 0.1], [0.1, 0.0, 0.1], [0.0, 0.0, 0.1], [0.0, 0.0, 0.0], [0.0, 0.0, 0.1], [0.0, -0.1, 0.1], [-0.1, 0.0, 0.0], [0.1, 0.0, -0.1]], "nbo_charge": [-0.63, -0.08, -0.51, 0.81, -0.61, -0.54, 0.15, -0.44, 0.36, 0.26, -0.62, 0.67, -0.56, -0.17, -0.49, 0.38, -0.28, -0.15, -0.23, 0.11, -0.65, -0.35, 0.74, -0.56, -0.48, 0.44, -0.37, -0.51, 0.22, 0.21, 0.22, 0.19, 0.20, 0.26, 0.26, 0.27, 0.42, 0.21, 0.23, 0.23, 0.22, 0.23, 0.23, 0.23, 0.23, 0.24], "smiles": "CCOC(=O)Cc1csc(NC(=O)COc2ccc3c(C)cc(=O)oc3c2)n1", "e_lumo_ev": 0.10, "orbital_gap_ev": 8.648, "total_charge": 0, "max_force_ev_per_a": 1.3, "de_lowest_ev": 0.000}



(4)
{"formula": "C19H18N4O4S", "method": "wB97M-V/def2-TZVPD", "species": ["C", "N", "C", "C", "C", "C", "C", "C", "S", "O", "O", "C", "C", "C", "C", "C", "O", "N", "C", "N", "N", "C", "C", "C", "C", "O", "C", "C", "H", "H", "H", "H", "H", "H", "H", "H", "H", "H", "H", "H", "H", "H", "H", "H", "H", "H"], "xyz": [[4.206, -3.701, 1.839], [4.079, -2.751, 0.760], [3.187, -2.989, -0.287], [2.254, -4.024, -0.241], [1.371, -4.215, -1.289], [1.395, -3.384, -2.394], [2.333, -2.367, -2.453], [3.225, -2.172, -1.417], [4.466, -1.145, 1.102], [5.304, -0.601, 0.078], [4.949, -1.109, 2.448], [2.860, -0.341, 1.019], [1.876, -0.745, 1.900], [0.622, -0.168, 1.821], [0.355, 0.801, 0.854], [-1.021, 1.379, 0.838], [-1.727, 1.430, 1.814], [-1.419, 1.837, -0.402], [-2.621, 2.423, -0.685], [-2.994, 2.795, -1.870], [-4.225, 3.332, -1.727], [-4.535, 3.260, -0.474], [-5.756, 3.706, 0.179], [-7.054, 3.613, -0.586], [-6.439, 4.946, -0.344], [-3.541, 2.684, 0.256], [1.368, 1.219, -0.006], [2.624, 0.644, 0.080], [4.965, -3.315, 2.514], [4.529, -4.664, 1.442], [3.272, -3.830, 2.396], [2.211, -4.689, 0.606], [0.656, -5.023, -1.235], [0.700, -3.535, -3.206], [2.380, -1.725, -3.320], [3.976, -1.403, -1.482], [2.103, -1.492, 2.644], [-0.168, -0.453, 2.499], [-0.835, 1.699, -1.214], [-5.761, 3.516, 1.243], [-7.937, 3.336, -0.032], [-6.999, 3.209, -1.584], [-6.890, 5.607, 0.380], [-5.970, 5.442, -1.179], [1.199, 2.010, -0.721], [3.431, 0.951, -0.566]], "forces_ev_per_a": [[0.1, -0.1, 0.4], [0.4, 1.0, 0.4], [-0.4, -0.1, -0.8], [0.2, 0.0, 0.2], [0.0, 0.0, -0.1], [-0.1, 0.0, -0.1], [0.0, 0.0, 0.0], [0.0, -0.1, -0.2], [-0.2, 0.0, 0.1], [-0.2, 0.0, -0.2], [-0.2, -0.1, 0.2], [0.5, -0.1, 0.0], [-0.1, 0.0, 0.1], [0.0, 0.1, -0.1], [0.4, -0.1, 0.2], [0.0, 0.0, -0.2], [0.0, -0.1, 0.1], [0.1, 0.0, 0.2], [-0.6, 0.4, -0.7], [1.5, -0.7, 0.2], [-1.3, 0.5, 0.5], [0.1, 0.1, -0.9], [0.0, 0.0, 0.3], [-0.1, -0.1, 0.0], [0.0, 0.1, 0.1], [0.1, -0.1, 0.1], [-0.1, -0.1, 0.2], [0.2, 0.0, 0.0], [-0.1, -0.2, 0.1], [0.0, 0.0, 0.0], [0.0, 0.0, 0.0], [0.0, -0.1, 0.1], [-0.1, -0.1, 0.0], [-0.1, 0.0, -0.1], [0.0, 0.1, -0.1], [0.0, 0.0, -0.1], [-0.1, -0.1, 0.1], [0.0, 0.0, 0.1], [-0.1, 0.0, 0.1], [-0.1, 0.1, 0.0], [0.0, 0.0, 0.1], [0.1, 0.0, -0.1], [0.0, 0.0, 0.1], [0.1, 0.0, -0.1], [0.0, 0.1, -0.1], [0.0, 0.1, -0.1]], "nbo_charge": [-0.42, -0.69, 0.23, -0.29, -0.19, -0.24, -0.18, -0.29, 2.32, -0.93, -0.93, -0.32, -0.19, -0.15, -0.13, 0.66, -0.55, -0.62, 0.60, -0.33, -0.31, 0.47, -0.31, -0.39, -0.39, -0.39, -0.20, -0.13, 0.25, 0.21, 0.18, 0.22, 0.22, 0.22, 0.21, 0.24, 0.23, 0.24, 0.43, 0.24, 0.22, 0.23, 0.22, 0.23, 0.22, 0.24], "smiles": "CN(c1ccccc1)S(=O)(=O)c1ccc(C(=O)Nc2nnc(C3CC3)o2)cc1", "e_lumo_ev": -0.38, "orbital_gap_ev": 8.434, "total_charge": 0, "max_force_ev_per_a": 1.7, "de_lowest_ev": 1.913}



(5)
{"formula": "C19H18N5O2Zn", "method": "wB97M-V/def2-TZVPD", "species": ["Zn", "C", "C", "C", "C", "C", "C", "N", "C", "C", "C", "C", "C", "C", "N", "N", "C", "C", "C", "C", "C", "N", "H", "H", "H", "H", "H", "H", "H", "H", "H", "H", "H", "H", "H", "N", "C", "C", "O", "O", "H", "H", "H", "H", "H"], "xyz": [[-0.346, 0.258, 0.427], [3.855, -2.985, -1.109], [4.279, -1.745, -0.654], [3.396, -0.679, -0.598], [2.072, -0.847, -1.005], [1.651, -2.092, -1.466], [2.540, -3.155, -1.517], [1.127, 0.201, -0.875], [1.336, 1.430, -1.365], [2.314, 1.740, -2.351], [2.463, 3.017, -2.802], [1.677, 4.096, -2.306], [0.733, 3.866, -1.362], [0.532, 2.545, -0.877], [-0.281, 2.188, 0.112], [-0.927, 2.940, 0.911], [-1.415, 2.223, 1.997], [-2.261, 2.874, 2.898], [-2.680, 2.207, 4.028], [-2.245, 0.903, 4.261], [-1.424, 0.310, 3.329], [-1.021, 0.941, 2.221], [4.551, -3.813, -1.149], [5.300, -1.606, -0.324], [3.714, 0.288, -0.226], [0.628, -2.204, -1.805], [2.208, -4.118, -1.881], [2.915, 0.935, -2.752], [3.199, 3.220, -3.570], [1.834, 5.093, -2.694], [0.110, 4.655, -0.963], [-2.556, 3.890, 2.679], [-3.334, 2.693, 4.739], [-2.529, 0.365, 5.154], [-1.046, -0.695, 3.468], [-3.609, -3.968, -0.359], [-2.508, -3.114, 0.072], [-2.769, -1.665, -0.347], [-3.857, -1.467, -1.011], [-2.009, -0.746, -0.077], [-4.122, -4.367, 0.415], [-3.305, -4.720, -0.961], [-4.269, -2.367, -1.095], [-1.553, -3.414, -0.362], [-2.367, -3.111, 1.154]], "forces_ev_per_a": [[0.2, -1.0, -0.1], [0.0, 0.0, 0.0], [0.0, 0.0, 0.0], [-0.1, 0.0, 0.0], [0.1, -0.1, -0.2], [0.0, 0.1, 0.0], [0.0, 0.0, 0.0], [-0.1, 0.1, 0.4], [-0.1, 0.0, 0.0], [0.1, 0.0, -0.1], [-0.1, -0.1, 0.1], [-0.1, 0.2, 0.0], [-0.1, 0.0, 0.1], [0.4, 0.0, -0.5], [-0.4, 0.6, 0.5], [0.3, 0.5, -0.6], [-0.3, -0.5, 0.7], [0.1, 0.0, -0.2], [0.0, -0.1, 0.0], [0.0, 0.0, 0.0], [0.0, 0.0, 0.0], [-0.1, 0.4, -0.2], [0.0, 0.0, 0.0], [0.0, 0.0, 0.0], [0.0, 0.0, 0.0], [0.0, 0.0, 0.0], [0.0, 0.0, 0.0], [0.0, 0.0, 0.0], [0.0, 0.0, 0.0], [0.0, 0.0, 0.0], [0.0, 0.0, 0.0], [0.0, 0.0, 0.0], [0.0, 0.0, 0.0], [0.0, 0.0, 0.0], [-0.1, 0.0, 0.0], [0.2, 0.2, 0.0], [-0.1, 0.1, 0.0], [0.3, -0.4, 0.1], [-0.2, 0.0, -0.2], [0.1, 0.0, 0.0], [0.0, 0.0, 0.0], [0.0, 0.0, 0.0], [-0.1, 0.0, 0.0], [0.0, 0.0, 0.0], [0.0, 0.0, 0.0]], "nbo_charge": [1.67, -0.22, -0.19, -0.27, 0.22, -0.28, -0.18, -0.81, 0.25, -0.29, -0.11, -0.25, -0.17, 0.07, -0.35, -0.25, 0.32, -0.22, -0.12, -0.26, 0.07, -0.65, 0.23, 0.23, 0.22, 0.21, 0.22, 0.24, 0.23, 0.23, 0.24, 0.25, 0.24, 0.24, 0.21, -0.86, -0.35, 0.84, -0.61, -0.76, 0.39, 0.40, 0.52, 0.24, 0.23], "e_lumo_ev": [-4.17, -4.17], "orbital_gap_ev": [5.992, 5.992], "total_charge": 1, "max_force_ev_per_a": 1.1}